{"formula": "C4H4N2OS", "method": "wB97M-V/def2-TZVPD", "relative_energy_kcal_mol": 93.1, "smiles": "S=COC1=NN=CC1", "multiplicity": 1, "homo_energy_ev": -9.2, "total_energy_ev": -20071.6946, "symbols": ["S", "C", "O", "C", "N", "N", "C", "C", "H", "H", "H", "H"], "xyz": [[-4.046, -0.203, 0.194], [-2.458, -0.529, -0.292], [-1.490, 0.434, -0.277], [-0.177, -0.014, -0.174], [0.139, -1.226, -0.148], [1.675, -1.234, 0.138], [2.245, -0.134, 0.100], [1.032, 1.006, 0.013], [-2.093, -1.478, -0.415], [3.204, 0.146, 0.559], [0.821, 1.394, 1.142], [1.149, 1.839, -0.842]], "lowdin_charge": [0.65, -0.61, -0.06, -0.38, 0.13, 0.03, -0.15, -0.03, 0.02, 0.11, 0.16, 0.14]}

=====

{"formula": "C4H13NO2", "method": "wB97M-V/def2-TZVPD", "relative_energy_kcal_mol": 45.9, "smiles": "C[C@H](O)CCN.O", "multiplicity": 1, "homo_energy_ev": -9.0, "total_energy_ev": -9942.2074, "symbols": ["C", "C", "O", "C", "C", "N", "H", "H", "H", "H", "H", "H", "H", "H", "H", "H", "H", "O", "H", "H"], "xyz": [[0.973, 0.499, -1.390], [0.205, 0.808, -0.079], [-0.502, 2.131, 0.092], [1.084, 0.381, 1.185], [0.198, 0.317, 2.432], [-1.194, -0.274, 2.218], [0.388, -0.289, -1.989], [1.990, -0.006, -1.278], [0.812, 1.481, -1.926], [-0.624, 0.194, -0.024], [0.227, 2.740, 0.190], [1.564, -0.563, 0.963], [1.907, 1.099, 1.428], [0.665, -0.404, 3.168], [0.117, 1.283, 2.862], [-0.991, -1.316, 2.063], [-1.917, 0.140, 1.592], [-1.482, -3.063, -3.957], [-1.751, -2.239, -4.502], [-1.668, -2.918, -3.047]], "lowdin_charge": [-0.06, -0.39, -0.06, -0.16, -0.27, -0.04, 0.08, 0.09, 0.09, 0.07, 0.07, 0.09, 0.12, 0.12, 0.08, 0.09, 0.07, -0.09, 0.09, 0.00]}

=====

{"formula": "C41H40ClN4O2PSSe2Ti", "method": "wB97M-V/def2-TZVPD", "multiplicity": 3, "homo_energy_ev": [0.6, -1.7], "s2": 2.013, "charge": -2, "total_energy_ev": -239681.9992, "symbols": ["Ti", "Se", "P", "Se", "C", "C", "C", "C", "C", "C", "C", "C", "C", "C", "C", "C", "H", "H", "H", "H", "H", "H", "H", "H", "H", "H", "N", "C", "C", "C", "C", "C", "C", "C", "C", "C", "C", "C", "C", "H", "H", "H", "H", "H", "H", "H", "H", "H", "H", "Cl", "C", "C", "O", "O", "H", "H", "C", "C", "C", "C", "C", "C", "N", "C", "C", "C", "C", "C", "C", "H", "H", "H", "H", "H", "H", "H", "H", "H", "H", "C", "N", "C", "S", "N", "C", "H", "H", "H", "H", "H", "H", "H", "H"], "xyz": [[0.311, 0.529, -0.817], [-1.903, 0.173, 0.973], [-1.944, -1.699, 2.035], [-0.163, -2.488, 2.987], [-2.707, -3.002, 0.977], [-3.653, -2.626, 0.035], [-4.355, -3.595, -0.681], [-4.114, -4.940, -0.451], [-3.159, -5.318, 0.484], [-2.457, -4.349, 1.199], [-3.269, -1.577, 3.336], [-4.297, -0.650, 3.223], [-5.315, -0.603, 4.177], [-5.312, -1.487, 5.243], [-4.295, -2.423, 5.352], [-3.280, -2.467, 4.399], [-3.816, -1.571, -0.163], [-5.086, -3.286, -1.419], [-4.666, -5.693, -1.003], [-2.960, -6.370, 0.663], [-1.699, -4.628, 1.922], [-4.281, 0.050, 2.395], [-6.107, 0.129, 4.080], [-6.092, -1.439, 5.995], [-4.285, -3.121, 6.181], [-2.470, -3.182, 4.490], [1.566, 0.078, 0.958], [2.979, -0.190, 0.981], [3.478, -0.854, 2.107], [4.823, -1.128, 2.266], [5.703, -0.717, 1.272], [5.209, -0.072, 0.148], [3.843, 0.221, -0.049], [3.419, 0.758, -1.389], [4.408, 1.388, -2.165], [4.257, 1.580, -3.529], [3.093, 1.097, -4.140], [2.070, 0.605, -3.357], [2.114, 0.493, -1.926], [1.096, -0.635, 1.515], [1.418, 0.953, 1.483], [2.764, -1.153, 2.869], [5.177, -1.642, 3.155], [6.767, -0.917, 1.355], [5.904, 0.174, -0.644], [5.315, 1.752, -1.689], [5.025, 2.084, -4.103], [2.968, 1.175, -5.216], [1.143, 0.342, -3.857], [-0.240, 5.538, 2.206], [-0.839, 4.058, 1.351], [0.216, 2.968, 1.190], [0.968, 2.696, 2.129], [0.141, 2.384, 0.062], [-1.208, 4.362, 0.380], [-1.647, 3.653, 1.953], [-0.159, 4.886, -4.573], [0.660, 4.490, -3.515], [0.412, 3.334, -2.792], [-0.685, 2.494, -3.085], [-1.493, 2.904, -4.173], [-1.235, 4.067, -4.891], [-0.869, 1.298, -2.390], [-2.115, 0.678, -2.580], [-3.332, 1.338, -2.340], [-4.553, 0.696, -2.483], [-4.615, -0.635, -2.893], [-3.421, -1.299, -3.156], [-2.198, -0.652, -3.010], [0.044, 5.791, -5.133], [1.523, 5.092, -3.246], [1.077, 3.057, -1.989], [-2.325, 2.283, -4.474], [-1.886, 4.325, -5.722], [-3.297, 2.370, -2.009], [-5.469, 1.238, -2.266], [-5.570, -1.142, -2.991], [-3.434, -2.337, -3.473], [-1.279, -1.173, -3.224], [2.686, -4.678, 0.350], [1.923, -3.440, 0.303], [1.567, -2.806, -0.827], [0.040, -2.104, -0.913], [2.432, -2.798, -1.858], [3.891, -2.683, -1.713], [2.020, -5.513, 0.579], [3.464, -4.633, 1.113], [3.154, -4.868, -0.610], [1.220, -3.324, 1.030], [2.067, -2.197, -2.588], [4.189, -2.809, -0.676], [4.196, -1.689, -2.031], [4.402, -3.430, -2.325]], "mulliken_spin": [1.76, 0.05, -0.02, 0.00, 0.00, 0.00, 0.00, 0.00, 0.00, 0.00, 0.00, 0.00, 0.00, 0.00, 0.00, 0.00, 0.00, 0.00, 0.00, 0.00, 0.00, 0.00, 0.00, 0.00, 0.00, 0.00, -0.03, 0.01, -0.02, 0.02, -0.01, 0.00, 0.01, 0.08, -0.05, 0.09, -0.03, 0.10, -0.09, -0.02, 0.01, 0.00, 0.00, 0.00, 0.00, 0.00, 0.01, 0.00, 0.01, 0.00, 0.00, 0.02, 0.02, 0.02, 0.00, 0.00, 0.00, 0.00, 0.06, 0.00, 0.00, 0.00, -0.01, -0.07, -0.01, 0.00, 0.01, 0.00, 0.01, 0.00, 0.00, 0.01, 0.00, 0.00, 0.00, 0.00, 0.00, 0.00, 0.02, 0.00, 0.00, 0.04, -0.02, 0.00, 0.00, 0.00, 0.00, 0.00, 0.00, 0.00, 0.00, 0.00, 0.00]}

=====

{"formula": "S2", "method": "wB97M-V/def2-TZVPD", "relative_energy_kcal_mol": 132.9, "multiplicity": 1, "homo_energy_ev": -9.8, "total_energy_ev": -21663.2326, "symbols": ["S", "S"], "xyz": [[0.000, 0.000, 1.539], [0.000, 0.000, -1.539]], "lowdin_charge": [0.00, 0.00]}